Below is a structure of composition C43H76ClI2N2O8PS, with properties calculated with wB97M-V/def2-TZVPD.

Last column: Mulliken charge in e.
Element x y z (Å)
I: 1.68227 -2.81201 -7.10555  0.0457
I: -2.35458 -2.83397 -7.25618  0.1100
Cl: 0.04376 1.80383 -7.12283  -0.4766
S: -4.36464 2.89383 0.13969  -0.2078
P: -0.66324 -0.23270 -6.23644  0.1784
O: 3.68820 1.42443 2.41079  -0.4001
O: 2.41546 -6.18054 -4.24178  -0.3519
O: 6.58898 -1.51444 5.13219  -0.3681
O: 3.98502 -4.75182 6.87618  -0.3015
O: 0.04010 -0.25611 -3.63513  -0.0676
O: -2.52113 4.23938 -1.10795  0.0071
O: -7.84519 5.28365 0.07308  -0.3767
O: -2.54702 6.00222 3.43279  -0.4350
N: -3.53882 5.23544 -2.79226  -0.7622
N: -4.49581 4.49557 -2.08931  0.0030
C: 2.00485 0.58327 -2.53157  0.2518
C: -4.47166 -0.04404 -4.66874  -0.9025
C: -5.99485 2.41537 -0.49098  -0.7005
C: -2.42543 5.06044 -2.19347  -0.1219
C: -0.20047 1.03069 -1.64440  -0.7653
C: -8.03421 6.03072 1.27439  -0.4050
C: -1.33757 5.51682 4.01564  -0.6174
C: 1.76523 1.89030 -0.52668  -0.6716
C: 0.60153 0.02933 -4.90501  -1.0113
C: 0.15723 -3.05655 -5.61112  -0.7196
C: 7.94424 -3.21116 4.20992  -0.5730
C: -1.00532 -2.06846 -5.75389  -1.1374
C: 2.71082 -5.39353 6.79954  -0.5137
C: 2.57121 1.30164 -1.49035  -1.0799
C: 3.52810 -8.17521 -4.83338  -0.5527
C: 3.52740 -5.67036 9.00117  -0.5977
C: -7.55123 6.16593 -1.01551  -0.1621
C: 0.38665 1.74236 -0.60313  -0.5021
C: -1.05401 5.51923 1.66892  -0.2871
C: -2.36298 0.38361 -5.98299  -1.1864
C: -5.92676 1.07838 -1.22118  -0.7701
C: -2.50033 5.85295 2.01370  0.0433
C: 3.23038 -5.89396 -5.38268  -0.2753
C: 7.48854 -1.76544 4.05331  -0.4782
C: 6.22505 -2.74586 5.76598  -0.0470
C: -7.87141 7.56881 -0.51510  -0.5746
C: 2.66522 -6.38232 7.95804  -0.5577
C: 4.59848 0.68013 3.22724  -0.2361
C: -2.97371 0.26494 -4.57751  0.4597
C: -7.54772 7.44322 0.97439  -0.4268
C: 2.69795 -7.49239 -3.75337  -0.5022
C: 3.95172 0.57876 4.60078  -0.2357
C: -0.61370 4.75032 2.91499  -0.3255
C: 4.28781 -6.98994 -5.42998  -0.5786
C: 4.60786 -5.04544 8.12754  -0.3842
C: 2.43014 1.54307 3.07232  0.0381
C: 0.77700 -3.12974 -4.21327  -1.0122
C: -5.38760 1.20039 -2.63993  0.4695
C: 6.70935 -3.85501 4.84333  -0.5196
C: -3.83311 3.94464 -1.12021  0.5066
C: -5.16968 -0.14631 -3.31280  -1.0102
C: 0.61907 0.46028 -2.60745  0.2439
C: 2.46534 0.56622 4.24049  -0.7225
H: 4.28759 -0.29967 5.14609  0.0197
H: -0.73996 6.36673 4.36316  0.3011
H: 3.64519 1.39704 -1.42718  0.4138
H: 8.79307 -3.26881 4.89447  0.2614
H: -0.22332 -4.04144 -5.85513  0.9478
H: 2.16701 -0.43052 3.90815  0.3071
H: -2.85071 6.77761 1.55148  0.2694
H: -6.46995 7.51488 1.13423  0.1529
H: -4.94805 0.74301 -5.25541  0.3904
H: 0.06375 -2.78969 -3.46944  0.2357
H: 2.94805 -4.89314 9.50312  0.2834
H: -8.93135 7.79239 -0.65321  0.2625
H: 4.65760 -7.16897 -6.43810  0.3388
H: 5.43546 -5.74410 7.96093  0.2695
H: 2.61812 -5.86997 5.82322  0.2753
H: -7.29146 8.33495 -1.02675  0.3423
H: -8.03477 8.19350 1.59505  0.3490
H: 8.30766 -1.04698 4.10427  0.3228
H: 3.93630 -6.33488 9.76025  0.3474
H: 3.25770 -7.41244 -2.81526  0.2769
H: -6.92784 0.64379 -1.24439  0.3873
H: 2.60457 -5.90762 -6.28007  0.1979
H: -2.33927 1.42373 -6.29046  0.6454
H: 6.72105 -2.79832 6.74245  0.1828
H: -6.13178 -0.64347 -3.43892  0.4157
H: 1.08467 -4.15465 -4.01596  0.3449
H: 1.44693 -0.62598 -5.11004  0.1240
H: -0.96371 4.94551 0.74995  0.0765
H: -1.58075 -2.14119 -4.83639  0.6430
H: -2.85013 1.22013 -4.07252  -0.0306
H: -0.34675 -0.64432 -7.51896  0.2707
H: 1.81040 0.86360 5.05797  0.3791
H: 1.75465 -7.99989 -3.54960  0.2790
H: -2.49731 -0.50606 -3.98850  0.0301
H: 1.65001 -6.58638 8.29370  0.3360
H: -6.49482 6.06656 -1.28209  0.0288
H: -0.97453 3.71976 2.86831  0.2124
H: -7.47634 5.54902 2.07862  0.2582
H: 2.63755 0.13248 -3.28280  0.3662
H: 2.30827 2.57497 3.42416  0.0415
H: 2.87755 -8.62420 -5.58641  0.2632
H: 6.92037 -4.77944 5.37760  0.3087
H: 8.23859 -3.66170 3.26327  0.3480
H: 1.92363 -4.63782 6.89213  0.2851
H: 2.19529 2.45149 0.28979  0.5798
H: 3.12645 -7.32869 7.66905  0.2637
H: 4.74477 -0.31241 2.78741  0.1310
H: -6.32871 3.22338 -1.13454  0.1505
H: -3.17624 5.04244 1.71859  -0.1060
H: 5.14927 -2.76629 5.92351  0.1160
H: -6.07930 1.81427 -3.21974  0.2471
H: -3.00469 -0.13623 -6.68936  0.5698
H: 0.94886 1.05529 -4.95220  1.0362
H: 5.55913 1.19515 3.24179  0.2357
H: 5.95674 -4.06776 4.08166  0.2715
H: -4.44632 1.74964 -2.61147  -0.4855
H: 4.17492 -8.95416 -4.43320  0.3441
H: -1.27169 0.92018 -1.71892  0.5540
H: -0.46718 6.43450 1.56322  0.3569
H: -9.09770 6.02411 1.53795  0.2669
H: -1.46649 5.46843 -2.45635  0.4747
H: -6.62671 2.38609 0.39055  0.5081
H: 3.65015 -4.89417 -5.27373  0.2456
H: -4.56976 -0.77136 -2.64449  0.3417
H: -5.28537 0.40640 -0.64786  0.3766
H: 5.01474 -4.12184 8.54098  0.2817
H: 1.63498 1.32604 2.35684  0.1344
H: -1.58940 4.89807 4.87767  0.2774
H: 5.13698 -6.72789 -4.79565  0.2748
H: 0.46523 4.72648 3.05840  0.2850
H: -4.59101 -0.99662 -5.18673  0.3906
H: -0.25232 2.18503 0.14336  0.5460
H: 1.67182 -2.52115 -4.11073  0.3252
H: 6.96094 -1.61971 3.10350  0.2201
H: -8.15014 5.86802 -1.87676  0.3146
H: 4.18694 1.46231 5.19808  0.2644

Values from the calculation:
Highest occupied orbital energy in eV: -8.8
Kohn-Sham gap in hartree: 0.3402
Energy relative to the best compared isomer or geometry (same formula, charge and spin) in kcal/mol: 0.0
E in hartree: -4190.466191